{"formula": "H2N5O2", "method": "wB97M-V/def2-TZVPD", "charge": -1, "e_lumo_ev": [4.0206, 4.0206], "species": ["N", "N", "N", "N", "N", "O", "O", "H", "H"], "xyz": [[2.67611, 0.34872, 1.26471], [0.27380, -0.55860, 0.59933], [-0.86847, 0.18168, 0.56554], [3.17972, 0.45268, 0.25363], [-1.39604, 0.59241, -0.53370], [3.69020, 0.61953, -0.80898], [-2.53360, 1.15629, -0.33226], [0.62674, -0.63596, -0.31326], [-1.46294, 0.42527, 1.37793]], "atomic_forces_ev_per_a": [[1.4, 0.1, -2.3], [-0.6, -0.1, 3.2], [0.1, 0.0, -2.3], [-1.1, 0.2, 2.9], [-0.4, 0.0, 1.2], [0.0, -0.2, -0.5], [-0.3, 0.4, -0.3], [0.0, 0.1, -1.8], [0.7, -0.5, -0.2]], "nbo_charge": [-0.01, -0.84, -0.15, 0.39, 0.06, -0.41, -0.68, 0.29, 0.35]}

---

{"formula": "C16H45B2F7NO11V2", "method": "wB97M-V/def2-TZVPD", "charge": 1, "spin_multiplicity": 7, "e_lumo_ev": [-3.0093, -3.1207], "species": ["V", "V", "C", "O", "O", "C", "F", "F", "F", "C", "C", "H", "H", "H", "H", "H", "H", "B", "H", "H", "H", "H", "B", "F", "F", "F", "F", "C", "C", "O", "O", "H", "H", "H", "H", "H", "H", "C", "C", "O", "O", "H", "H", "H", "H", "H", "H", "C", "C", "O", "O", "H", "H", "H", "H", "H", "H", "C", "C", "O", "O", "H", "H", "H", "H", "H", "H", "C", "C", "C", "O", "C", "N", "H", "H", "H", "H", "H", "H", "H", "H", "H", "H", "H"], "xyz": [[-0.60352, 9.32355, 5.80432], [-4.43476, 7.00970, 7.29765], [-2.95514, 5.05376, 8.91825], [-3.70293, 5.95860, 9.76170], [-3.34864, 5.22113, 7.68144], [-1.43890, 5.28691, 9.10706], [-0.94365, 4.77409, 10.24722], [-0.73965, 4.71034, 8.09900], [-1.12223, 6.60248, 9.09124], [-3.67081, 5.76547, 11.15915], [-4.30463, 6.98721, 11.78530], [-4.42288, 6.86780, 12.86509], [-3.68410, 7.87005, 11.62642], [-5.31163, 7.16562, 11.39731], [-2.66454, 5.67937, 11.56985], [-4.22876, 4.87331, 11.46794], [-3.17496, 4.01656, 9.25114], [-2.57097, 8.57587, 7.01041], [-2.93826, 7.80623, 6.19206], [-3.37895, 8.58360, 7.85715], [-1.49744, 8.32578, 7.43140], [-2.49711, 9.67066, 6.55056], [-5.60832, 7.57357, 4.83556], [-6.90912, 7.38115, 4.46522], [-5.49652, 8.40853, 5.99775], [-5.00876, 6.33725, 5.22674], [-4.89031, 8.14901, 3.76562], [-6.92186, 7.87680, 8.97741], [-7.18770, 6.41818, 8.82729], [-6.37086, 5.89557, 7.77275], [-5.49720, 8.10427, 8.83753], [-7.29197, 8.26092, 9.92754], [-7.41341, 8.46531, 8.19586], [-8.24524, 6.20848, 8.66524], [-6.90711, 5.89201, 9.74774], [-6.72127, 5.05518, 7.46585], [-5.29446, 8.92822, 9.28824], [-1.14411, 10.38899, 1.95876], [-2.51302, 9.99747, 2.42365], [-2.53756, 9.46550, 3.73873], [-0.66414, 11.60302, 2.57172], [-1.23735, 10.59948, 0.89026], [-0.47054, 9.53367, 2.08451], [-2.92417, 9.28025, 1.70355], [-3.17722, 10.86948, 2.32897], [-3.35021, 8.93489, 3.82876], [0.28160, 11.47853, 2.68971], [-6.31836, 11.44685, 5.41156], [-5.10439, 11.93809, 6.17085], [-4.13359, 12.54972, 5.29910], [-7.15769, 12.45754, 4.89245], [-6.92372, 10.91075, 6.15223], [-6.06650, 10.68560, 4.66560], [-4.68371, 11.14159, 6.78258], [-5.44681, 12.68462, 6.90305], [-4.57615, 13.24684, 4.80776], [-6.64552, 13.09240, 4.38429], [-0.24998, 6.25084, 5.37293], [1.09774, 6.61378, 5.93825], [0.92437, 7.79257, 6.75184], [-0.81065, 7.40892, 4.70044], [-0.92318, 5.93727, 6.17170], [-0.16493, 5.43192, 4.66103], [1.89846, 6.70189, 5.19735], [1.41951, 5.77591, 6.56863], [1.70444, 7.90226, 7.30422], [-0.76551, 7.28497, 3.74794], [-0.84911, 13.73544, 6.29286], [-0.39405, 12.27851, 6.31799], [-0.39321, 11.71312, 7.70943], [-0.00072, 10.34487, 7.67058], [-0.03922, 9.75413, 8.98631], [-1.22514, 11.42475, 5.40264], [-0.85275, 14.10438, 5.26861], [-0.15656, 14.34563, 6.87225], [-1.86220, 13.80292, 6.69160], [0.61134, 12.23920, 5.88200], [-1.35496, 11.84788, 8.21322], [0.37119, 12.27792, 8.25838], [0.08075, 8.68165, 8.90110], [-1.00851, 9.96979, 9.43450], [0.77132, 10.20455, 9.56030], [-0.94478, 11.68991, 4.45076], [-2.18461, 11.79188, 5.40594]], "atomic_forces_ev_per_a": [[-0.9, 0.3, 1.2], [-0.5, -1.8, -0.1], [-0.8, -0.9, 0.8], [0.6, -0.1, -0.1], [-0.3, 1.5, -1.1], [0.1, 0.1, -0.2], [-0.1, 0.0, 0.0], [-0.1, 0.1, 0.2], [0.1, -0.2, 0.1], [-0.3, 0.3, 0.6], [-0.3, 0.2, 0.4], [0.1, -0.1, 0.0], [-0.1, 0.0, -0.1], [0.2, 0.0, -0.1], [0.2, -0.1, -0.2], [0.0, -0.1, -0.3], [0.3, 0.1, 0.4], [0.3, 0.1, -0.2], [0.2, -0.4, -0.8], [-0.1, 0.6, 1.1], [0.3, -0.7, 0.4], [-0.3, 0.6, -0.5], [-0.5, -0.3, -1.0], [0.1, 0.1, 0.3], [-0.1, 0.2, 0.2], [0.4, 0.1, 0.1], [0.1, 0.0, 0.4], [0.0, 0.9, -0.8], [0.3, -1.1, 0.7], [-0.2, 0.7, -0.1], [-0.6, 0.1, 0.7], [0.1, -0.2, 0.2], [0.0, -0.2, -0.1], [0.0, 0.2, -0.2], [0.0, 0.1, 0.0], [0.2, 0.0, -0.1], [0.4, 0.0, -0.1], [-0.3, 0.1, -0.5], [-0.8, 0.3, -0.1], [0.5, 0.1, -0.3], [0.2, -0.7, 0.3], [0.1, -0.2, -0.1], [0.2, 0.3, 0.1], [0.2, -0.1, 0.1], [0.1, 0.0, 0.3], [0.0, 0.1, 0.1], [0.1, 0.3, -0.2], [-0.2, -0.9, 0.7], [-0.7, 0.9, -0.1], [0.2, -0.6, 0.5], [0.2, 0.2, 0.1], [-0.1, 0.1, -0.1], [0.2, 0.3, -0.2], [0.5, -0.2, -0.6], [0.0, 0.1, -0.2], [0.1, 0.1, 0.0], [-0.1, -0.1, -0.2], [0.1, 0.1, -0.2], [0.3, -1.1, 0.6], [0.1, -0.1, -0.9], [0.3, -0.1, 0.0], [-0.2, 0.3, -0.1], [0.1, 0.0, 0.0], [-0.3, 0.6, -0.2], [-0.2, 0.1, 0.1], [0.0, 0.2, 0.0], [-0.2, 0.1, 0.0], [0.1, -0.4, 0.1], [-0.5, 0.0, -1.1], [0.8, 0.6, 0.1], [-0.2, -0.1, -0.4], [0.1, 0.3, -0.2], [0.8, 0.7, -0.1], [0.0, 0.0, 0.0], [-0.2, 0.1, 0.1], [0.0, 0.2, 0.0], [0.1, -0.1, 0.4], [-0.1, -0.2, -0.1], [-0.2, -0.1, 0.3], [0.0, 0.0, -0.1], [0.0, -0.1, 0.1], [-0.1, -0.1, 0.2], [-0.1, -0.3, 0.1], [-0.2, -0.7, 0.3]], "lowdin_spin": [2.82, 2.77, 0.01, 0.02, 0.03, 0.00, 0.00, 0.00, 0.00, 0.00, 0.00, 0.00, 0.00, 0.00, 0.00, 0.00, 0.00, 0.07, 0.01, 0.01, 0.02, 0.00, 0.00, 0.00, 0.02, 0.02, 0.00, 0.00, 0.00, 0.02, 0.03, 0.00, 0.00, 0.00, 0.00, 0.00, 0.00, 0.00, 0.00, 0.02, 0.00, 0.00, 0.00, 0.00, 0.00, 0.00, 0.00, 0.00, 0.00, 0.00, 0.00, 0.00, 0.00, 0.00, 0.00, 0.00, 0.00, 0.00, 0.00, 0.01, 0.03, 0.00, 0.00, 0.00, 0.00, 0.00, 0.00, 0.00, 0.00, 0.00, 0.02, 0.00, 0.01, 0.00, 0.00, 0.00, 0.00, 0.00, 0.00, 0.00, 0.00, 0.00, 0.00, 0.00]}

---

{"formula": "C12H14NO2", "method": "wB97M-V/def2-TZVPD", "charge": -1, "e_lumo_ev": 3.3099, "species": ["C", "C", "C", "C", "C", "C", "C", "C", "C", "N", "H", "H", "H", "H", "H", "H", "H", "H", "H", "C", "C", "C", "O", "O", "H", "H", "H", "H", "H"], "xyz": [[1.27498, 3.25729, -2.19343], [0.67594, -0.13853, -0.75391], [1.31680, 0.67220, -1.75542], [0.86960, 2.01472, -1.45834], [-0.10512, 1.88705, -0.50891], [0.97520, -1.50075, -0.63534], [1.71120, -2.16962, -1.58840], [2.32082, -1.38446, -2.61032], [2.07170, -0.03873, -2.73050], [-0.14145, 0.62470, 0.03305], [0.64191, -2.08487, 0.20439], [2.03558, -3.18558, -1.44238], [-0.87356, 0.53387, 0.82896], [2.84626, -1.98219, -3.34297], [-0.56991, 2.66220, 0.08839], [2.36380, 0.45418, -3.64620], [2.18057, 3.16563, -2.79551], [1.43202, 4.07983, -1.47666], [0.47765, 3.58678, -2.86693], [-2.63798, -1.32046, 3.01722], [-1.19416, -1.75110, 2.96847], [-2.82587, 0.18904, 2.63329], [-2.29896, 0.57885, 1.53646], [-3.74930, 0.73778, 3.25387], [-3.28180, -1.83510, 2.27767], [-3.19092, -1.46587, 3.93129], [-0.60711, -1.00070, 3.52251], [-0.75807, -1.90334, 1.99878], [-0.95981, -2.68278, 3.51087]], "atomic_forces_ev_per_a": [[-0.5, 0.6, 0.3], [0.5, -0.5, 0.2], [-0.8, -1.0, 1.0], [0.1, -0.5, -1.6], [1.2, 0.3, 1.6], [-0.3, -0.8, 0.0], [1.1, 1.9, 0.2], [-1.1, -1.2, 0.2], [-0.1, 0.7, 0.0], [-0.5, 1.2, -0.6], [-0.5, 0.1, 0.3], [-0.3, -0.3, 0.0], [0.3, -1.1, -0.7], [0.3, 0.5, -0.4], [-0.3, 0.1, -0.4], [0.4, 0.3, 0.0], [0.0, -0.3, 0.2], [0.0, -0.2, -0.3], [0.1, 0.0, -0.1], [-0.4, 0.7, -1.3], [0.7, -0.4, 1.6], [-1.8, -1.1, -1.0], [0.6, 0.2, 0.9], [0.6, 0.6, 0.2], [0.5, 0.0, 0.0], [0.5, -0.1, 0.7], [0.1, -0.1, -0.4], [-0.1, 0.4, -0.6], [-0.4, 0.0, -0.1]], "nbo_charge": [-0.62, 0.15, -0.09, -0.13, 0.00, -0.22, -0.25, -0.26, -0.23, -0.54, 0.21, 0.20, 0.49, 0.19, 0.21, 0.20, 0.21, 0.21, 0.20, -0.52, -0.61, 0.78, -0.82, -0.73, 0.20, 0.21, 0.20, 0.20, 0.18]}

---

{"formula": "C33H18AsBrCl5F3FeN4O7S", "method": "wB97M-V/def2-TZVPD", "charge": -1, "spin_multiplicity": 6, "e_lumo_ev": [1.6202, 1.4205], "species": ["Fe", "Cl", "C", "C", "C", "Cl", "C", "Cl", "C", "Cl", "C", "Cl", "Br", "C", "C", "C", "C", "C", "C", "N", "N", "C", "C", "C", "C", "O", "C", "N", "C", "C", "C", "C", "H", "H", "H", "H", "H", "H", "H", "H", "H", "O", "As", "O", "O", "C", "C", "C", "C", "C", "C", "S", "O", "O", "O", "H", "H", "H", "H", "H", "F", "C", "F", "F", "C", "C", "C", "N", "C", "C", "H", "H", "H", "H"], "xyz": [[1.22859, 0.28685, -1.28916], [4.19114, 0.06560, 0.81765], [4.43186, 0.47052, -0.87548], [3.38049, 0.71111, -1.82213], [3.76908, 1.26353, -3.00232], [2.68827, 1.57033, -4.31824], [5.07238, 1.58125, -3.32909], [5.52906, 2.56331, -4.72487], [6.07938, 1.12162, -2.47216], [7.75224, 1.32779, -2.91934], [5.74844, 0.56916, -1.22371], [6.98803, -0.12263, -0.17264], [-8.17792, 2.50467, 6.65477], [-6.84805, 2.16734, 5.33381], [-6.53865, 0.84279, 5.00859], [-5.66963, 0.66285, 3.88719], [-4.95283, 1.73742, 3.34387], [-5.10180, 3.01853, 3.87044], [-6.10655, 3.21692, 4.78698], [-4.07801, 1.39679, 2.26970], [-3.84896, 2.37992, 1.49391], [-3.08505, 2.21369, 0.37836], [-2.40759, 3.33784, -0.05197], [-1.23265, 3.29232, -0.87685], [-0.81417, 2.08498, -1.35370], [0.28930, 1.81139, -2.02016], [-1.53132, 0.89092, -0.99131], [-0.86576, -0.27353, -1.28271], [-1.42187, -1.43947, -0.86168], [-2.71839, -1.45352, -0.38753], [-3.31288, -0.29928, 0.02198], [-2.72513, 0.92289, -0.20721], [-7.02448, 0.02615, 5.52377], [-5.45754, -0.28006, 3.46169], [-4.57258, 3.84730, 3.40192], [-6.37453, 4.20267, 5.03905], [-2.68697, 4.29958, 0.36036], [-0.70761, 4.23651, -0.97215], [-0.88849, -2.35735, -0.81098], [-3.20143, -2.41302, -0.34112], [-4.23427, -0.40526, 0.54921], [3.05046, -3.06821, 0.90973], [1.39509, -2.34424, 0.98313], [0.21672, -3.44551, 1.09268], [1.36477, -1.50042, -0.49945], [2.01445, -1.25799, 2.49428], [2.97680, -1.82501, 3.32851], [3.49696, -1.04504, 4.34213], [3.09477, 0.26601, 4.54148], [2.15042, 0.81547, 3.75157], [1.63449, 0.07927, 2.70689], [0.34905, 0.79203, 1.71192], [-0.15624, 1.94844, 2.41005], [-0.57017, -0.32993, 1.57587], [0.99989, 1.23248, 0.43358], [2.81535, -3.91488, 0.52796], [3.54182, -2.72475, 3.15923], [4.29317, -1.43585, 4.93726], [3.53571, 0.91507, 5.29465], [1.81934, 1.85590, 3.97240], [1.61498, -4.56350, -6.67843], [0.50654, -3.86129, -6.32654], [0.14658, -3.23369, -7.49673], [-0.47511, -4.72280, -6.08738], [0.73372, -2.90900, -5.14533], [1.77370, -3.09117, -4.30582], [2.04645, -2.17174, -3.32535], [1.23779, -1.13521, -3.08297], [0.15022, -0.97988, -3.86393], [-0.13772, -1.83367, -4.91988], [2.45407, -3.91986, -4.49393], [2.89407, -2.25396, -2.70215], [-0.50138, -0.15957, -3.59911], [-1.02994, -1.75791, -5.54305]], "atomic_forces_ev_per_a": [[1.2, -0.8, -0.2], [-0.7, 0.1, -0.8], [-1.3, 0.1, -0.2], [-0.3, -0.4, 2.4], [0.0, 0.2, -1.1], [-1.1, 0.0, -0.1], [2.0, 0.1, 0.3], [-0.3, -0.7, 0.6], [0.3, 0.5, -0.1], [-0.3, -0.1, 0.2], [1.3, -0.4, -0.6], [-0.2, 0.6, -0.7], [0.1, 0.1, -0.1], [0.9, -0.8, 0.1], [0.4, 0.8, -1.7], [-0.2, 1.3, 1.6], [0.0, -0.5, 0.3], [-0.4, -0.2, -0.9], [-0.4, -0.4, 0.2], [0.1, 0.9, -1.5], [-1.4, -0.2, 1.8], [1.0, -1.0, -1.0], [0.8, -0.2, -0.3], [-1.6, 0.7, 0.7], [1.0, -1.0, -0.5], [0.0, 1.1, -0.3], [-1.1, -0.8, 0.5], [-1.6, -0.8, 1.3], [0.0, 2.2, -0.8], [0.1, -0.4, -0.3], [-0.9, -0.7, 0.1], [1.7, 1.3, -0.1], [0.0, -0.1, -0.2], [0.1, -1.0, -0.1], [0.0, -0.2, 0.3], [-0.2, 1.1, 0.5], [0.0, -0.1, 0.2], [0.2, -0.4, -0.4], [0.8, -0.4, -0.6], [-0.2, -0.2, 0.6], [-0.5, 0.3, 0.2], [-1.1, -0.4, -0.3], [1.4, 1.5, -0.2], [-0.1, -0.5, 0.2], [0.5, 0.0, 0.9], [-0.5, 0.4, -0.1], [0.5, 0.9, 0.1], [0.2, 0.6, 0.2], [1.1, -0.3, 1.1], [-1.1, 1.7, -0.5], [-0.5, -0.8, -0.2], [-0.6, -0.1, 1.0], [0.1, -0.2, -0.1], [0.5, 0.5, -0.4], [0.2, -0.4, 0.5], [0.5, -0.7, -0.2], [-0.7, -0.5, -0.4], [0.4, -0.3, 0.4], [0.1, -0.4, 0.1], [0.1, -1.0, -0.6], [-0.4, 0.2, 0.7], [0.3, 0.5, -1.1], [0.1, 0.2, 1.1], [-0.2, -0.4, 0.3], [-1.5, 0.5, -1.3], [1.7, -1.0, -0.3], [-1.2, 1.0, 0.4], [-0.5, 0.0, -1.0], [0.3, -0.4, -0.2], [0.1, -0.7, -0.2], [0.0, 0.2, 0.2], [0.8, -0.1, 0.7], [0.1, 0.1, -0.2], [0.3, 0.4, 0.2]], "lowdin_spin": [4.29, 0.00, 0.01, 0.08, 0.01, 0.01, 0.00, 0.00, 0.00, 0.00, 0.00, 0.00, 0.00, 0.00, 0.00, 0.00, 0.00, 0.00, 0.00, 0.01, 0.00, 0.01, 0.00, 0.01, 0.01, 0.14, 0.01, 0.06, 0.01, 0.00, 0.00, 0.00, 0.00, 0.00, 0.00, 0.00, 0.00, 0.00, 0.00, 0.00, 0.00, 0.01, 0.01, 0.01, 0.12, 0.00, 0.00, 0.00, 0.00, 0.00, 0.00, 0.01, 0.01, 0.00, 0.09, 0.00, 0.00, 0.00, 0.00, 0.00, 0.00, 0.00, 0.00, 0.00, 0.00, 0.00, 0.00, 0.05, 0.00, 0.00, 0.00, 0.00, 0.00, 0.00]}

---

> What is the formula in the fourth record?

C33H18AsBrCl5F3FeN4O7S